No. 1
Entry from OMol25: one molecule with the formula C18H25N3O2 at a distorted geometry (the ωB97M-V functional and the def2-TZVPD basis).

```
48
Properties=species:S:1:pos:R:3:forces:R:3
H 5.51638 -2.32514 0.58081 0.11 -0.16 0.01
H 1.88975 3.35008 0.66309 -0.03 0.03 -0.04
H -0.53736 -0.32651 2.53965 -0.01 0.04 0.07
H -0.41887 -2.48325 1.18743 -0.02 0.02 0.09
H 4.11898 -0.14989 1.57676 -0.02 0.03 0.27
C -1.85400 1.81051 -0.25251 0.04 0.07 0.00
H -0.53070 3.37760 1.30196 0.01 -0.03 0.04
H 1.16125 -0.03858 2.12055 0.02 0.01 0.15
C -3.61943 0.37950 0.80475 0.02 0.02 -0.04
C -4.49099 -0.53686 -1.64675 -0.09 -0.05 0.05
H -5.85044 -2.99274 -0.52004 -0.06 -0.09 0.00
C 4.30578 -0.44611 0.56655 0.32 -0.45 -0.25
H -0.94693 -0.50508 -0.00658 0.08 0.02 0.03
H 0.58074 0.70878 -1.46154 0.06 0.03 0.00
H -6.93457 -1.84305 0.25962 -0.08 -0.03 0.02
H 2.33114 -1.91698 1.22214 -0.01 -0.06 -0.10
C -4.66659 -0.51800 0.73258 0.00 0.01 -0.03
H -1.38668 1.92858 -1.24417 -0.09 0.04 0.04
C -6.24409 -1.97675 -0.57005 0.07 -0.06 0.01
C -0.22317 0.15760 0.47936 0.23 -0.27 0.16
H 0.40065 2.15399 2.17755 0.06 0.12 0.00
C 3.08557 1.46875 -0.71529 -0.08 0.12 -0.10
H 0.83787 3.01169 -0.73252 0.05 0.00 0.00
N 4.32057 -0.42425 -1.66997 -0.64 0.96 -0.57
C 0.01016 2.43453 1.19570 0.21 0.19 -0.06
N 1.87762 1.35097 0.08363 0.10 0.06 -0.10
H 2.87724 1.67384 -1.77907 0.03 0.04 0.08
H -2.25723 2.78676 0.04003 0.10 -0.01 -0.08
C 5.00301 -1.51727 0.09862 -0.39 0.63 0.38
C -2.99089 0.82814 -0.35042 -0.05 0.02 -0.12
C 0.23188 -0.50482 1.78735 -0.09 -0.38 -0.37
O 1.55441 -2.37575 0.87916 0.43 -0.08 -0.24
H -6.79022 -1.87372 -1.50493 -0.08 -0.03 -0.03
H -5.14397 -0.85855 1.64074 -0.07 -0.03 0.09
O 5.01269 -1.49994 -1.23550 0.40 -0.65 0.28
H 0.55172 -2.44090 2.67590 -0.13 0.03 -0.12
H -3.26890 0.73896 1.76014 0.05 0.03 0.12
C 0.44387 -2.01424 1.66639 -0.23 0.19 0.47
C 3.89110 0.22081 -0.61876 0.36 -0.45 0.02
H 1.47740 -0.57127 -0.62627 -0.07 0.03 -0.04
C -5.12021 -0.98791 -0.49471 -0.02 0.02 -0.07
H 3.67620 2.29901 -0.31264 -0.06 -0.03 -0.09
N -0.91958 1.40332 0.78395 -0.15 0.14 -0.06
H -2.95964 0.69243 -2.48662 0.08 0.04 -0.08
C -3.43718 0.35717 -1.57616 0.08 0.09 0.08
H -4.82674 -0.89102 -2.61124 -0.05 -0.04 -0.09
C 1.19371 2.62155 0.23886 -0.15 0.09 0.25
C 0.95694 0.37475 -0.47731 -0.23 -0.18 -0.04
```
Forces are in eV/Å.

## Properties
Kohn-Sham gap in eV: 9.05
SMILES: Cc1ccc(CN2CCN(Cc3ccon3)C[C@H]2CCO)cc1
Relative energy (zero: lowest compared OMol25 entry of this formula, charge and spin) in kcal per mole: 89.9
E_LUMO in eV: 0.80
Net charge: 0
Calculated total energy in a.u.: -1015.58228

=====

No. 2
Entry from OMol25: C19H28N6O8PPt as an isolated structure (the ωB97M-V functional and the def2-TZVPD basis).

```
63
Properties=species:S:1:pos:R:3:forces:R:3
O -2.54041 -7.21884 -1.15157 0.07 -0.10 0.00
C 3.66102 2.68582 -0.22034 -0.08 -0.07 0.08
C -4.02939 -0.48532 1.57102 0.02 -0.01 -0.02
C -1.05556 -3.61538 1.42943 0.16 -0.04 -0.02
H 0.66890 5.82006 -1.07062 0.00 0.01 0.00
C -1.75348 -5.45254 0.08316 0.00 -0.15 0.01
H -1.00950 2.96906 0.56296 -0.01 0.01 0.01
H 3.30634 3.61286 0.21827 0.00 0.00 -0.01
H -2.37581 -5.20241 2.11014 0.02 0.03 0.02
C -2.99657 -0.63668 0.62424 -0.02 -0.04 -0.05
H 1.91631 4.57875 -3.73645 0.00 0.00 -0.01
H -3.19996 -0.48747 -0.43031 0.01 0.00 0.00
N 1.04892 2.91718 -2.82378 0.11 -0.08 0.10
H -0.58464 3.78475 -3.76123 -0.01 -0.01 -0.01
C 2.88623 0.50529 -1.10510 -0.01 0.11 -0.08
O 0.00690 1.39165 -1.02177 0.11 0.08 0.11
C -1.14548 -2.72447 2.62374 -0.12 -0.01 0.14
C -1.77889 -4.79524 1.30239 -0.09 -0.03 0.04
C -0.28992 -3.19305 0.36632 -0.08 0.35 -0.22
H 3.34245 0.02028 -0.24311 0.01 -0.03 0.00
N 0.19885 -3.11795 -2.00468 -0.06 -0.03 -0.08
C 2.18369 3.55251 -3.45742 -0.07 -0.06 0.02
H 4.15066 2.11130 0.56411 0.01 0.00 0.00
N -2.54047 -6.71572 -0.05641 -0.17 0.25 -0.08
N 0.69224 3.83380 -0.36296 -0.12 0.18 0.04
H 2.40909 3.01975 -4.38733 0.00 0.01 0.00
C -0.38244 -3.80297 -0.86466 -0.04 -0.14 0.10
H -5.03661 -0.30591 1.22280 0.00 0.00 0.02
O 0.40561 -3.69080 -3.01808 0.06 0.00 0.03
H 0.44680 -2.39767 0.54344 0.37 -0.16 0.23
H -0.22750 4.27725 1.47545 0.01 0.01 -0.01
O -3.12983 -7.08079 0.92854 0.04 -0.10 0.06
P 1.07024 2.45555 -1.09070 -0.17 -0.14 -0.22
H -1.20693 4.65586 0.04071 -0.01 0.00 0.01
Pt 0.02316 -0.57998 -0.13690 -0.54 -0.47 0.24
O -1.17411 -3.10201 3.75417 0.04 0.00 -0.07
N 2.53307 1.88662 -0.74245 0.15 0.12 -0.02
H -2.13772 -0.75967 4.36792 0.01 0.01 -0.02
H 1.65417 5.54946 0.37991 -0.01 0.02 0.01
H 0.11364 2.40599 -4.60689 -0.01 0.00 0.00
C -2.42264 -0.73520 3.32375 0.03 -0.02 0.05
C 1.36115 5.13331 -0.58296 -0.04 -0.09 0.03
C -0.15313 2.78481 -3.61749 0.02 0.04 0.07
H 1.50073 -0.03757 3.51412 0.02 0.02 -0.02
O 1.51398 -1.86830 2.52637 0.07 0.03 -0.09
H 2.23890 -2.26484 3.02959 -0.05 -0.06 0.04
C -1.10064 -4.97488 -1.03706 0.02 0.04 -0.03
H 0.43411 -1.30157 4.20424 0.01 0.00 0.03
O -0.17104 -0.38107 2.45036 0.02 -0.07 -0.03
C -1.38193 -1.15740 2.33629 -0.09 0.11 0.01
H 3.58233 0.47358 -1.94458 0.03 -0.01 0.02
H -4.45101 -0.22262 3.67326 0.01 -0.01 -0.01
H 1.98734 -0.04130 -1.40925 0.19 -0.06 -0.12
C -0.52063 3.93519 0.48361 0.07 -0.03 -0.05
C 0.85988 -0.88784 3.28876 -0.05 0.09 0.02
H 3.05303 3.54795 -2.80916 0.03 0.01 0.01
H -0.86751 2.13706 -3.12287 -0.02 0.01 -0.01
H 2.25201 5.02983 -1.19323 0.05 0.00 -0.05
O 0.41673 -1.87042 -1.89450 0.09 0.25 -0.27
C -3.69735 -0.46451 2.93507 -0.02 -0.01 0.01
H -1.18528 -5.49242 -1.98473 0.02 0.02 -0.01
H 4.38908 2.89382 -1.00502 0.01 0.01 0.01
N -1.76121 -0.90451 0.95946 -0.03 0.21 0.06
```
Forces are in eV/Å.

## Properties
Kohn-Sham gap (alpha / beta) in eV: 7.49 / 6.26
2S+1: 5
Relative energy (zero: lowest compared OMol25 entry of this formula, charge and spin) in kcal per mole: 36.2
E_LUMO (alpha / beta) in eV: -9.64 / -11.90
Net charge: +3
Calculated total energy in a.u.: -2130.60019

=====

No. 3
Entry from OMol25: C28H50BaO11P as an isolated structure (the ωB97M-V functional and the def2-TZVPD basis).

```
91
Properties=species:S:1:pos:R:3:forces:R:3
H 4.24061 3.49817 -0.97353 0.00 0.00 0.00
C 2.33495 -1.54546 -0.68217 0.14 0.04 0.03
C 3.41238 -2.14245 0.14952 -0.01 0.00 -0.02
O 2.16736 1.83809 -2.96811 0.01 0.07 -0.02
H -1.37490 2.45991 2.04680 -0.02 0.03 0.03
H -4.78248 -0.01673 2.86989 0.00 0.00 0.00
C -1.15968 -0.25055 -3.95007 0.02 0.00 -0.03
H 0.81301 -1.86334 -2.12844 0.00 0.01 0.00
C 1.37005 -1.68088 3.11434 0.00 0.02 -0.01
H 1.26484 -0.60328 2.99988 0.00 0.01 0.00
C 4.33948 -1.29756 0.75851 0.00 -0.01 0.02
H -3.98225 2.36153 -3.27552 0.00 0.00 0.00
O -0.47772 -2.10326 1.57474 0.01 0.02 0.00
H 2.27021 1.70745 1.04003 0.00 0.01 -0.01
H 0.86383 2.66829 -4.34522 -0.01 -0.01 0.00
H 1.74916 -1.89851 4.11438 0.00 0.00 0.00
H -4.47970 -3.20967 0.92931 -0.01 0.01 0.00
H -1.55849 -0.82662 -3.11194 0.01 0.00 0.01
H 2.41627 2.11728 -5.01105 0.00 0.01 0.01
C -2.02141 0.96742 -4.19543 0.03 -0.01 0.03
H -4.45096 0.51670 0.42332 0.00 0.00 0.00
C -3.52358 -2.73029 1.14381 0.01 -0.01 -0.01
H -1.65946 1.54926 -5.04825 0.01 0.00 0.01
O -2.30818 2.80840 -0.44064 -0.05 0.01 0.00
O 2.23440 -0.32492 -0.75587 -0.08 -0.10 0.02
H 1.85798 -0.21373 -4.64603 0.00 0.00 0.00
H -3.04155 0.64606 -4.41862 0.00 0.00 0.00
H 0.87799 -4.19761 2.16107 0.00 0.00 0.00
C -3.18868 3.17990 -1.48912 -0.01 -0.02 0.03
H 2.59903 3.86764 -2.87215 0.00 0.00 0.01
C -4.64313 -1.07696 2.65594 0.00 0.02 0.01
H -5.35622 -0.95412 0.01734 0.00 0.00 0.00
H 3.28546 3.12797 1.35736 -0.01 0.01 0.01
H -4.18860 -1.54649 3.52830 0.00 0.00 0.00
O -1.28305 -0.87392 -0.44023 0.08 0.01 -0.05
C -3.28842 2.05875 -2.48543 0.03 0.00 -0.01
C 0.02851 -2.37192 2.92433 -0.05 0.00 -0.07
H -3.72708 -0.70494 -0.64809 0.01 0.00 0.01
H -1.09003 -0.83417 3.97156 0.00 0.00 0.00
C -3.75871 -1.25437 1.43314 0.00 0.00 -0.01
H -0.58225 -2.20814 4.96474 -0.01 0.01 0.00
C 4.45674 -4.03389 1.21546 0.01 0.01 0.00
H -1.93600 -2.38309 3.84223 0.01 0.00 -0.01
H -0.76529 -4.37692 2.80016 0.00 0.00 0.00
H -3.66837 1.15153 -2.00633 0.01 0.01 0.01
Ba 0.08588 1.33611 -1.03495 -0.11 0.10 -0.04
H -1.14445 4.21474 2.34109 -0.02 0.00 0.01
O 2.26621 3.14085 -0.45673 -0.04 0.00 -0.03
C 5.31801 -1.81587 1.58628 0.00 0.01 -0.01
O 0.01907 3.37009 0.84160 0.01 0.07 0.06
C 1.63209 1.88647 -4.28175 0.04 -0.01 0.00
H 3.97080 2.81131 -3.27844 -0.01 -0.02 -0.01
O -2.51926 -0.57270 1.78255 -0.01 -0.02 0.02
H 1.89059 -3.26868 -1.88835 0.00 -0.01 0.00
H -4.18917 3.38266 -1.09007 0.00 -0.01 0.00
C 1.37546 -2.44196 -1.40102 -0.03 0.01 -0.01
C -0.96190 -1.91619 3.98442 0.01 -0.01 0.04
H 6.03573 -1.15762 2.05751 0.00 0.00 0.00
H -3.07634 -3.23054 2.00263 0.00 0.00 0.00
H 2.76259 -4.18309 -0.07652 0.00 0.00 0.00
H 1.40308 4.53770 1.81955 -0.01 0.01 -0.02
H -5.61945 -1.53162 2.48571 0.00 0.00 0.00
H 4.27083 -0.23281 0.58129 0.00 0.00 0.00
H 0.60558 -4.19784 3.91001 -0.01 0.00 0.00
H 4.50108 -5.09908 1.39780 0.00 0.00 0.00
H 0.66795 -2.84527 -0.67086 0.01 -0.02 0.00
C -2.29213 3.78062 0.60269 0.06 0.00 -0.06
H -2.10380 4.76880 0.16768 -0.01 0.00 0.01
O -0.27327 0.44746 1.45854 -0.06 -0.02 -0.04
C 3.06789 2.89842 -2.66543 0.03 0.01 -0.03
H -1.13392 -0.88951 -4.83796 0.00 0.00 0.00
C 3.48094 -3.51478 0.37886 -0.02 -0.02 0.00
P -1.11405 -0.73624 1.05308 0.06 -0.01 0.09
H 2.09571 -2.04737 2.38918 0.00 -0.01 0.00
H 6.13656 -3.59131 2.46972 0.00 0.00 0.00
C 0.19442 -3.88160 2.95050 0.01 -0.01 0.03
O 0.15826 0.12672 -3.56116 -0.01 0.01 0.00
H 3.74633 1.78287 -0.96933 0.00 0.00 -0.02
O -1.99566 1.80667 -3.03893 -0.07 0.02 -0.01
H 1.03927 2.97905 2.60461 0.00 0.01 0.00
C 5.37410 -3.18536 1.81792 0.00 -0.01 0.01
H -2.82214 4.09156 -1.97565 0.01 0.00 -0.01
C 1.18663 3.47976 1.64330 0.03 -0.04 0.00
H -3.26107 3.79713 1.11154 0.00 0.00 0.01
C 3.42713 2.80356 -1.20557 -0.03 -0.03 0.04
H -2.86874 -2.86275 0.28263 0.00 0.00 0.00
H 0.54974 0.55747 -5.56349 0.00 -0.01 0.00
C -1.20063 3.43270 1.57812 0.06 -0.09 -0.05
C -4.36239 -0.55354 0.22374 -0.02 0.00 0.00
C 1.05442 0.52438 -4.59438 -0.02 -0.01 0.00
C 2.33593 2.79804 0.92416 0.01 -0.01 0.02
```
Forces are in eV/Å.

## Properties
Kohn-Sham gap in eV: 9.67
Relative energy (zero: lowest compared OMol25 entry of this formula, charge and spin) in kcal per mole: 0.0
E_LUMO in eV: -2.10
Net charge: +1
Calculated total energy in a.u.: -2291.48324